# 1
Entry from the OMol25 dataset: a structure of composition C31H87O14Zr in a non-equilibrium geometry (the ωB97M-V functional and the def2-TZVPD basis).

Last column: Mulliken charge in e.
Geometry (Å):
1 Zr -0.052 -2.060 -3.479  1.54
2 C 0.442 0.640 0.011  -0.20
3 C -0.607 -0.430 -0.362  2.48
4 C -2.009 0.178 -0.329  -0.17
5 O -0.314 -0.988 -1.621  0.64
6 H 0.488 1.409 -0.766  -0.34
7 H 1.425 0.179 0.086  -0.32
8 H 0.133 1.257 0.856  0.29
9 H -0.533 -1.237 0.372  -1.63
10 H -2.235 0.726 0.587  0.18
11 H -2.760 -0.610 -0.441  -0.15
12 H -2.264 0.858 -1.143  -0.51
13 C 3.678 -1.352 -1.832  -0.03
14 C 3.436 -1.387 -3.354  0.43
15 C 4.244 -2.525 -3.979  -1.40
16 O 2.056 -1.506 -3.614  -0.73
17 H 3.139 -0.548 -1.333  -0.52
18 H 4.752 -1.212 -1.688  0.42
19 H 3.469 -2.298 -1.326  -0.22
20 H 3.815 -0.434 -3.730  0.38
21 H 3.991 -2.657 -5.030  0.36
22 H 3.995 -3.447 -3.447  0.27
23 H 5.317 -2.383 -3.857  0.40
24 C -2.773 0.343 -4.126  -1.04
25 C -1.413 0.726 -4.682  0.64
26 C -0.738 1.868 -3.923  -0.98
27 O -0.577 -0.406 -4.882  -0.79
28 H -3.442 1.206 -4.096  0.43
29 H -2.750 -0.100 -3.128  -0.01
30 H -3.227 -0.351 -4.838  0.33
31 H -1.590 1.221 -5.642  0.27
32 H -1.382 2.734 -3.778  0.40
33 H 0.123 2.152 -4.532  0.42
34 H -0.316 1.580 -2.957  -0.22
35 C -4.028 4.615 -0.589  -0.77
36 C -3.755 3.555 -1.683  0.69
37 O -4.735 3.692 -2.710  -0.57
38 H -3.942 5.605 -1.033  0.31
39 H -3.285 4.594 0.214  -0.03
40 H -4.953 4.473 -0.031  0.33
41 H -3.725 2.512 -1.368  -0.22
42 H -2.743 3.728 -2.058  -0.03
43 H -4.384 4.239 -3.417  0.34
44 C -5.048 1.273 2.154  -0.74
45 C -3.983 1.881 3.086  0.43
46 O -4.631 2.423 4.224  -0.58
47 H -4.654 1.046 1.158  -0.15
48 H -5.783 2.014 1.818  0.40
49 H -5.671 0.474 2.552  0.36
50 H -3.471 2.670 2.526  -0.03
51 H -3.271 1.125 3.411  0.01
52 H -5.270 3.061 3.894  0.34
53 C 2.168 -3.006 1.474  0.39
54 C 3.498 -3.733 1.466  -0.29
55 O 3.286 -5.061 0.976  -0.56
56 H 1.882 -2.967 0.422  -0.42
57 H 2.227 -2.012 1.917  -0.15
58 H 1.418 -3.587 2.017  0.43
59 H 4.027 -3.786 2.418  0.32
60 H 4.113 -3.178 0.756  -0.04
61 H 2.604 -5.442 1.536  0.36
62 C -5.657 -1.283 -0.866  -0.09
63 C -6.830 -2.172 -1.252  -0.56
64 O -7.939 -1.419 -1.691  -0.52
65 H -5.397 -0.589 -1.670  0.18
66 H -4.742 -1.836 -0.641  -0.06
67 H -5.893 -0.656 -0.005  0.10
68 H -7.114 -2.779 -0.394  0.33
69 H -6.526 -2.806 -2.091  0.33
70 H -7.750 -1.028 -2.548  0.30
71 C 2.945 2.847 -1.133  -0.26
72 C 3.934 3.965 -0.890  -0.62
73 O 4.812 4.000 -2.022  -0.55
74 H 3.455 1.964 -1.520  0.29
75 H 2.189 3.182 -1.847  0.54
76 H 2.362 2.531 -0.268  -0.30
77 H 4.565 3.700 -0.037  0.27
78 H 3.437 4.929 -0.773  0.38
79 H 5.438 4.715 -1.873  0.31
80 C 4.694 -0.038 1.324  0.00
81 C 5.996 -0.811 1.371  -0.70
82 O 5.996 -1.663 2.496  -0.53
83 H 3.844 -0.696 1.132  -0.41
84 H 4.604 0.746 0.569  0.17
85 H 4.545 0.519 2.250  0.40
86 H 6.796 -0.069 1.454  0.41
87 H 6.126 -1.400 0.458  0.34
88 H 6.772 -2.225 2.413  0.32
89 C -0.743 4.907 1.889  -1.12
90 C -0.279 4.535 0.516  0.40
91 O -0.374 5.661 -0.326  -0.57
92 H -0.103 5.624 2.404  0.41
93 H -0.707 4.021 2.533  0.15
94 H -1.774 5.263 1.909  0.37
95 H -0.703 3.622 0.095  -0.10
96 H 0.797 4.318 0.511  0.12
97 H 0.156 6.387 0.008  0.36
98 C -0.724 -0.732 3.959  -0.84
99 C 0.542 -1.433 4.427  -0.01
100 O 1.598 -0.492 4.552  -0.43
101 H -0.501 -0.140 3.067  -0.13
102 H -1.099 -0.052 4.722  0.51
103 H -1.503 -1.436 3.664  0.45
104 H 0.822 -2.267 3.780  -0.15
105 H 0.339 -1.894 5.399  0.37
106 H 2.389 -1.031 4.657  0.26
107 C 0.977 -6.145 -2.562  -1.48
108 C 1.496 -4.719 -2.578  0.19
109 O 0.398 -3.806 -2.281  -0.05
110 H 0.122 -6.322 -3.213  0.34
111 H 0.756 -6.481 -1.551  0.30
112 H 1.771 -6.810 -2.908  0.44
113 H 1.884 -4.481 -3.569  0.48
114 H 2.283 -4.550 -1.843  -0.04
115 H 0.068 -4.107 -1.400  0.20
116 C -1.904 -3.623 1.661  -0.75
117 C -1.735 -4.383 0.359  -0.13
118 O -0.372 -4.698 0.106  -0.57
119 H -2.951 -3.346 1.777  0.49
120 H -1.224 -2.774 1.690  -0.20
121 H -1.629 -4.278 2.493  0.46
122 H -1.960 -3.686 -0.460  -0.13
123 H -2.386 -5.231 0.139  0.45
124 H -0.099 -5.314 0.794  0.29
125 C 2.317 2.633 2.937  0.40
126 C 1.911 2.911 4.378  -0.60
127 O 1.965 4.307 4.589  -0.57
128 H 3.266 3.136 2.744  0.37
129 H 1.540 2.949 2.241  -0.41
130 H 2.481 1.574 2.729  -0.28
131 H 2.562 2.386 5.082  0.36
132 H 0.907 2.497 4.512  0.32
133 H 1.347 4.523 5.293  0.33

Properties
Energy relative to the best compared isomer or geometry (same formula, charge and spin): 212.7 kJ/mol
Charge: +1
E: -2333.3861 Ha
F_max: 10.2 eV/A
M: 775.2 g mol⁻¹


# 2
Entry from the OMol25 dataset: a cluster of 13 separate species, C31H88FN2O12S in total in a non-equilibrium geometry (the ωB97M-V functional and the def2-TZVPD basis).

Last column: Mulliken charge in e.
Geometry (Å):
1 C -3.977 -0.773 2.254  -0.75
2 C -2.697 -1.537 2.830  -0.05
3 C -1.465 -0.516 3.020  -0.88
4 N -2.044 0.779 3.470  0.04
5 S -1.255 2.134 2.772  0.23
6 C -1.775 2.114 0.998  -0.06
7 C -3.155 2.857 0.705  -0.33
8 N -3.366 4.142 0.774  -0.53
9 C -1.906 3.612 3.662  0.31
10 C -3.359 3.366 4.274  -1.04
11 F -1.037 3.828 4.750  -0.29
12 H -3.720 -0.076 1.408  0.00
13 H -4.532 -0.205 3.047  0.30
14 H -4.667 -1.568 1.853  0.32
15 H -2.956 -1.887 3.864  0.28
16 H -2.371 -2.351 2.141  -0.04
17 H -0.859 -0.444 2.078  0.36
18 H -0.781 -0.978 3.793  0.29
19 H -2.119 0.849 4.486  0.33
20 H -0.955 2.478 0.316  0.23
21 H -1.946 1.024 0.747  0.27
22 H -4.048 2.232 0.418  0.44
23 H -2.445 4.541 1.020  0.26
24 H -1.891 4.559 3.071  0.35
25 H -3.875 4.342 4.498  0.32
26 H -3.985 2.748 3.577  0.24
27 H -3.187 2.834 5.256  0.39
28 C 1.136 -4.080 2.648  -1.00
29 C -0.046 -4.702 3.365  0.33
30 O -1.259 -4.365 2.694  -0.45
31 H 1.031 -2.992 2.607  0.22
32 H 2.072 -4.325 3.153  0.38
33 H 1.191 -4.434 1.615  0.25
34 H -0.111 -4.330 4.389  -0.28
35 H 0.046 -5.792 3.399  0.31
36 H -1.197 -4.705 1.793  0.23
37 C 0.362 5.250 -3.116  -1.18
38 C -0.175 4.246 -2.116  0.14
39 O -0.518 4.901 -0.890  -0.55
40 H 1.243 5.756 -2.716  0.21
41 H 0.632 4.760 -4.053  0.35
42 H -0.383 6.023 -3.325  0.41
43 H 0.580 3.488 -1.894  0.04
44 H -1.065 3.743 -2.507  0.30
45 H -1.189 5.561 -1.095  0.30
46 C 2.468 1.121 -4.130  -0.77
47 C 1.288 0.508 -3.402  -0.27
48 O 0.070 0.870 -4.048  -0.52
49 H 2.378 2.210 -4.157  0.13
50 H 3.409 0.856 -3.642  0.38
51 H 2.502 0.778 -5.167  0.24
52 H 1.244 0.870 -2.372  0.19
53 H 1.366 -0.584 -3.381  0.31
54 H 0.113 0.541 -4.952  0.31
55 C 2.864 6.456 0.254  -1.02
56 C 3.193 4.976 0.257  0.06
57 O 2.062 4.223 0.695  -0.52
58 H 2.571 6.785 1.254  0.31
59 H 3.723 7.046 -0.074  0.28
60 H 2.021 6.664 -0.411  0.29
61 H 4.020 4.770 0.938  0.20
62 H 3.477 4.638 -0.743  0.14
63 H 1.340 4.405 0.084  0.18
64 C 0.606 -7.728 0.386  -0.68
65 C 1.407 -8.474 1.434  -0.47
66 O 0.662 -8.569 2.644  -0.50
67 H 0.355 -6.726 0.739  0.11
68 H 1.167 -7.642 -0.546  0.18
69 H -0.338 -8.240 0.183  0.41
70 H 2.338 -7.949 1.652  0.29
71 H 1.654 -9.485 1.092  0.34
72 H -0.153 -9.042 2.447  0.29
73 C -5.768 -3.498 -1.128  -1.13
74 C -4.345 -3.991 -0.951  -0.16
75 O -3.751 -4.264 -2.218  -0.52
76 H -6.367 -4.240 -1.656  0.35
77 H -6.233 -3.293 -0.161  0.35
78 H -5.789 -2.585 -1.730  0.32
79 H -4.330 -4.914 -0.370  0.33
80 H -3.735 -3.243 -0.430  0.16
81 H -3.758 -3.445 -2.725  0.29
82 C 3.504 3.411 -7.842  -0.95
83 C 3.819 1.927 -7.834  -0.22
84 O 2.686 1.180 -7.399  -0.48
85 H 3.210 3.745 -6.845  0.18
86 H 4.369 3.992 -8.167  0.34
87 H 2.667 3.625 -8.511  0.33
88 H 4.641 1.716 -7.148  0.28
89 H 4.105 1.585 -8.833  0.29
90 H 1.965 1.362 -8.012  0.27
91 C 7.693 6.309 -1.560  -1.07
92 C 6.529 5.343 -1.654  -0.07
93 O 5.372 6.015 -2.151  -0.48
94 H 7.444 7.144 -0.902  0.20
95 H 8.584 5.810 -1.174  0.30
96 H 7.924 6.733 -2.541  0.42
97 H 6.287 4.939 -0.670  0.18
98 H 6.767 4.508 -2.321  0.28
99 H 5.588 6.362 -3.023  0.26
100 C 0.198 -4.822 7.648  -0.85
101 C -0.950 -5.807 7.548  -0.21
102 O -2.113 -5.168 7.029  -0.52
103 H -0.072 -3.982 8.293  0.26
104 H 1.092 -5.302 8.051  0.32
105 H 0.436 -4.405 6.665  0.19
106 H -1.199 -6.204 8.533  0.32
107 H -0.689 -6.646 6.894  0.23
108 H -1.893 -4.829 6.155  0.27
109 C 0.209 -5.682 -3.937  -1.07
110 C -0.332 -6.679 -2.930  -0.20
111 O -0.699 -6.017 -1.723  -0.35
112 H 1.079 -5.161 -3.529  0.27
113 H 0.500 -6.181 -4.863  0.35
114 H -0.541 -4.921 -4.168  0.28
115 H 0.427 -7.424 -2.685  0.29
116 H -1.209 -7.197 -3.329  0.28
117 H -1.377 -5.366 -1.944  0.18
118 C 8.012 7.430 2.972  -1.22
119 C 6.882 6.896 2.113  -0.01
120 O 7.116 5.532 1.773  -0.48
121 H 8.965 7.345 2.445  0.29
122 H 7.845 8.477 3.232  0.35
123 H 8.104 6.850 3.894  0.34
124 H 6.808 7.464 1.185  0.23
125 H 5.925 6.969 2.640  0.24
126 H 7.172 5.033 2.595  0.28
127 C -10.709 -2.872 -1.493  -1.14
128 C -9.285 -3.363 -1.317  -0.10
129 O -8.698 -3.630 -2.587  -0.51
130 H -11.307 -3.617 -2.022  0.29
131 H -11.175 -2.668 -0.527  0.34
132 H -10.732 -1.959 -2.094  0.34
133 H -9.268 -4.286 -0.736  0.32
134 H -8.675 -2.616 -0.797  0.19
135 H -8.709 -2.810 -3.090  0.28

Properties
Charge: +1
E: -2743.8891 Ha
F_max: 3.2 eV/A
M: 732.1 g mol⁻¹


# 3
Entry from the OMol25 dataset: a structure of composition C31H88FN2O15Zr in a non-equilibrium geometry (the ωB97M-V functional and the def2-TZVPD basis).

Last column: Mulliken charge in e.
Geometry (Å):
1 Zr -1.301 3.607 1.339  1.59
2 C 2.368 5.146 2.115  -1.39
3 C 2.426 5.328 0.596  1.09
4 C 3.811 4.837 0.180  -1.09
5 C 3.981 4.750 -1.342  -1.05
6 C 2.903 3.825 -1.896  -1.17
7 C 1.475 4.254 -1.514  0.71
8 N 1.442 4.489 -0.072  2.25
9 O 0.165 4.789 0.321  -1.23
10 C 0.678 3.009 -1.920  -1.37
11 C 1.018 5.410 -2.431  -1.88
12 C 2.277 6.821 0.296  -1.68
13 H 1.441 5.561 2.519  0.15
14 H 3.224 5.656 2.549  0.58
15 H 2.444 4.079 2.348  0.08
16 H 4.056 3.829 0.542  0.15
17 H 4.571 5.499 0.605  0.53
18 H 5.007 4.453 -1.563  0.48
19 H 3.904 5.774 -1.727  0.33
20 H 3.124 2.806 -1.574  0.38
21 H 3.025 3.911 -2.978  0.62
22 H 0.878 2.805 -2.972  0.73
23 H -0.413 3.088 -1.847  0.35
24 H 0.987 2.137 -1.336  -0.16
25 H 0.895 5.017 -3.438  0.49
26 H 1.794 6.169 -2.425  0.36
27 H 0.035 5.742 -2.098  0.36
28 H 2.580 7.080 -0.709  0.28
29 H 2.781 7.432 1.052  0.47
30 H 1.246 7.138 0.496  0.29
31 C 1.307 -0.332 2.715  -1.41
32 C 1.435 0.264 1.307  2.35
33 C 2.062 -0.792 0.399  -1.46
34 C 1.154 -1.970 0.067  -1.23
35 C -0.134 -1.403 -0.535  -0.62
36 C -0.830 -0.380 0.370  2.79
37 N 0.137 0.614 0.771  0.68
38 O -0.275 1.773 1.099  1.11
39 C -1.584 -1.127 1.467  -1.73
40 C -1.878 0.286 -0.519  -1.07
41 C 2.387 1.442 1.358  -0.80
42 H 2.239 -0.230 3.280  0.24
43 H 0.996 -1.364 2.865  0.55
44 H 0.564 0.232 3.295  -0.73
45 H 3.009 -1.123 0.828  0.62
46 H 2.262 -0.349 -0.587  0.02
47 H 0.817 -2.463 0.986  0.38
48 H 1.655 -2.691 -0.576  0.53
49 H -0.808 -2.222 -0.790  0.13
50 H 0.044 -0.972 -1.528  -0.16
51 H -2.050 -0.423 2.175  0.28
52 H -0.979 -1.722 2.154  0.00
53 H -2.389 -1.724 1.044  0.27
54 H -2.527 -0.477 -0.942  -0.06
55 H -1.463 0.985 -1.240  -0.58
56 H -2.574 0.854 0.110  0.33
57 H 2.390 2.010 0.426  -0.27
58 H 3.413 1.100 1.502  0.67
59 H 2.165 2.117 2.186  -0.70
60 F -2.445 3.434 -0.343  -0.66
61 C -0.950 1.434 -4.662  -0.41
62 O -0.988 2.817 -4.946  -0.56
63 H -0.314 0.878 -5.345  0.28
64 H -0.560 1.209 -3.663  0.07
65 H -1.941 0.965 -4.776  0.31
66 H -1.469 3.231 -4.222  0.32
67 C -4.981 1.058 -2.453  -0.37
68 O -4.789 1.405 -1.069  -0.65
69 H -4.917 -0.020 -2.571  0.17
70 H -5.932 1.465 -2.820  0.29
71 H -4.299 1.590 -3.128  0.13
72 H -4.243 2.198 -1.044  0.26
73 C -4.500 -5.252 0.311  -0.18
74 O -4.071 -6.597 0.251  -0.60
75 H -3.645 -4.612 0.600  -0.14
76 H -4.874 -4.900 -0.652  0.27
77 H -5.211 -5.082 1.117  0.32
78 H -3.623 -6.719 -0.600  0.32
79 C -0.301 -1.356 5.841  -0.05
80 O 1.057 -1.497 6.274  -0.58
81 H -0.468 -1.942 4.935  -0.02
82 H -0.955 -1.638 6.661  0.29
83 H -0.467 -0.297 5.584  0.02
84 H 1.577 -1.945 5.584  0.33
85 C -5.753 -1.426 1.330  -0.63
86 O -5.115 -1.148 0.085  -0.39
87 H -6.830 -1.257 1.229  0.30
88 H -5.665 -2.492 1.552  0.13
89 H -5.290 -0.899 2.168  0.27
90 H -5.154 -0.215 -0.183  0.31
91 C -0.214 -3.123 -4.691  -0.47
92 O -0.572 -1.752 -4.435  -0.37
93 H -0.810 -3.757 -4.030  0.02
94 H -0.378 -3.371 -5.740  0.37
95 H 0.849 -3.265 -4.503  0.21
96 H -1.368 -1.534 -4.932  0.21
97 C 2.633 -0.684 -4.008  -0.44
98 O 1.725 -0.444 -5.057  -0.57
99 H 2.180 -0.645 -3.002  0.00
100 H 2.996 -1.721 -4.111  0.31
101 H 3.490 -0.016 -3.973  0.36
102 H 0.980 -1.069 -4.961  0.39
103 C -2.480 -4.447 4.618  -0.40
104 O -3.012 -3.327 5.327  -0.51
105 H -1.973 -4.080 3.721  -0.01
106 H -1.688 -4.937 5.199  0.30
107 H -3.232 -5.174 4.313  0.32
108 H -3.133 -3.547 6.253  0.29
109 C -3.495 -3.159 -2.403  -0.19
110 O -4.809 -2.708 -2.244  -0.62
111 H -2.876 -2.380 -2.874  0.06
112 H -2.994 -3.490 -1.486  0.07
113 H -3.463 -4.015 -3.082  0.36
114 H -4.884 -2.195 -1.410  0.43
115 C 3.931 -2.512 4.224  -0.44
116 O 2.797 -3.128 4.796  -0.52
117 H 3.963 -1.509 4.650  0.22
118 H 4.853 -2.987 4.561  0.39
119 H 3.885 -2.442 3.137  0.13
120 H 2.894 -4.084 4.795  0.28
121 C -1.036 -5.945 -1.131  -0.42
122 O -2.165 -6.394 -1.874  -0.56
123 H -0.271 -6.721 -0.978  0.43
124 H -0.503 -5.161 -1.687  0.11
125 H -1.331 -5.625 -0.135  0.15
126 H -1.839 -6.709 -2.722  0.29
127 C 0.244 2.593 4.096  -0.28
128 O -0.253 3.756 3.284  -0.46
129 H 1.316 2.455 3.988  0.29
130 H 0.029 2.851 5.133  0.59
131 H -0.300 1.701 3.817  -0.24
132 H -0.091 4.498 3.888  0.31
133 C 5.729 -0.842 -1.755  -0.23
134 O 5.885 -1.365 -3.063  -0.52
135 H 4.767 -1.133 -1.327  -0.07
136 H 6.535 -1.225 -1.121  0.37
137 H 5.775 0.244 -1.790  0.19
138 H 5.460 -2.222 -3.125  0.30

Properties
Energy relative to the best compared isomer or geometry (same formula, charge and spin): 0.0 kJ/mol
Charge: +1
E: -2618.4922 Ha
F_max: 8.0 eV/A
M: 839.3 g mol⁻¹


no.,lowest unoccupied orbital energy (eV),HOMO-LUMO gap (eV),highest occupied orbital energy (eV)
1,-4.778,6.97,-11.747
2,-2.903,8.70,-11.608
3,-4.706,5.75,-10.453